Record 1
C5H7N in the gas phase, computed with ωB97M-V/def2-TZVPD.

Properties
Kohn-Sham gap: 0.33922 Ha
Strongest force on any atom: 0.77 eV/Å
Energy above the lowest of the compared OMol25 structures with the same formula, charge and spin: 259.9 kJ/mol
Net charge: 0
HOMO energy: -8.20 eV

Geometry as XYZ:
```
13
Properties=species:S:1:pos:R:3:forces:R:3:mulliken_charge:R:1
C 1.24046 -0.51924 0.41422 0.18 -0.24 0.01 -0.65
C 0.80315 0.89147 0.05837 0.24 0.24 0.20 -0.08
C 0.36233 -0.30705 -0.77332 -0.06 0.04 -0.09 -0.15
C -1.12963 -0.36470 -0.55165 0.14 0.03 -0.01 -0.56
N -1.25684 0.43308 0.69811 0.01 0.06 0.16 -0.06
C -0.28015 1.27193 1.01914 -0.09 -0.69 -0.34 -0.55
H 2.28286 -0.75051 0.22952 -0.10 -0.03 -0.09 0.26
H 0.83991 -0.97882 1.31776 0.02 0.21 -0.18 0.22
H 1.56828 1.59016 -0.26464 -0.19 -0.10 0.12 0.41
H 0.76202 -0.49551 -1.76535 -0.13 0.14 0.17 0.37
H -1.59210 -1.35737 -0.48058 0.25 0.18 0.23 0.33
H -1.99321 0.23381 1.36187 -0.16 0.32 -0.33 0.21
H -1.61883 0.18128 -1.36868 -0.10 -0.17 0.14 0.27
```
Positions in Å, forces in eV/Å.

Record 2
A molecular structure, C6H8CsO3 at a distorted geometry, computed with ωB97M-V/def2-TZVPD.

Properties
Kohn-Sham gap: 0.28771 Ha
Strongest force on any atom: 3.12 eV/Å
Energy above the lowest of the compared OMol25 structures with the same formula, charge and spin: 45.4 kJ/mol
Net charge: +1
HOMO energy: -11.68 eV

Geometry as XYZ:
```
18
Properties=species:S:1:pos:R:3:forces:R:3:mulliken_charge:R:1
O -2.18910 0.59174 1.62087 -1.60 -0.84 -1.36 -0.61
C -0.81168 0.82981 1.78942 -0.30 -0.17 -0.78 -0.04
C -0.31351 2.13683 1.27752 0.40 0.31 -0.07 -0.63
Cs -5.16673 2.42771 3.58334 0.20 -0.12 -0.10 0.99
H 0.47156 2.64655 1.83543 -0.17 -0.09 -0.25 0.28
H -0.36735 0.38342 2.68024 -0.39 0.08 -0.19 0.35
H -1.05982 2.78696 0.81342 0.24 -0.21 0.17 0.23
C 0.02643 0.86027 0.53402 0.70 0.38 -0.16 0.04
C -0.69166 0.46134 -0.70833 -0.63 -1.90 0.48 -0.78
C -0.71095 -0.85522 -1.05220 -0.44 1.26 0.34 -0.57
H 1.03658 0.46245 0.64354 -0.23 0.17 -0.04 0.40
H -1.47456 1.12751 -1.08132 0.25 -0.13 -0.03 0.45
H -2.47733 0.21252 0.69532 1.65 0.84 2.50 0.37
H -1.58475 -1.27581 -1.55335 0.65 0.17 -0.65 0.28
H 0.04977 -1.55779 -0.70339 -0.32 0.25 0.13 0.26
O 4.56788 -2.90123 -2.85956 -0.17 0.03 -0.07 -0.38
C 5.07633 -3.74696 -3.46739 0.35 -0.10 0.12 0.73
O 5.61886 -4.59010 -4.04757 -0.19 0.07 -0.05 -0.35
```
Positions in Å, forces in eV/Å.

Record 3
A molecular structure, C2H4F3OV at a distorted geometry, computed with ωB97M-V/def2-TZVPD.

Properties
Kohn-Sham gap (alpha / beta): 0.23874 / 0.30621 Ha
Strongest force on any atom: 1.74 eV/Å
Energy above the lowest of the compared OMol25 structures with the same formula, charge and spin: 0.0 kJ/mol
Net charge: 0
Spin multiplicity: 5
HOMO energy (alpha / beta): -6.20 / -8.48 eV

Geometry as XYZ:
```
11
Properties=species:S:1:pos:R:3:forces:R:3:mulliken_spin:R:1
C -0.85773 1.91864 -0.11131 -1.01 -0.40 -1.36 0.02
F 0.09022 2.34985 -0.94517 -0.06 0.15 0.14 0.00
F -2.05661 2.00286 -0.72808 1.13 -0.08 0.72 0.00
V -2.11673 4.44673 1.31917 -0.10 0.00 -0.49 4.11
O -0.88447 2.60991 1.04594 -0.20 0.36 0.43 -0.05
H -2.23623 4.44314 -0.41944 -0.05 0.41 0.37 -0.09
C 0.26994 2.47097 1.90533 0.25 -0.20 0.15 0.00
H 1.18714 2.68074 1.34381 -0.24 -0.03 0.15 0.00
H 0.13028 3.21127 2.69888 0.09 -0.17 -0.23 0.01
H 0.28187 1.46221 2.32974 0.05 0.22 -0.12 0.00
F -0.61864 0.62326 0.10591 0.15 -0.25 0.24 0.00
```
Positions in Å, forces in eV/Å.

Record 4
A molecular structure, H20Na3O14S at a distorted geometry, computed with ωB97M-V/def2-TZVPD.

Properties
Kohn-Sham gap: 0.08560 Ha
Strongest force on any atom: 4.02 eV/Å
Energy above the lowest of the compared OMol25 structures with the same formula, charge and spin: 924.5 kJ/mol
Net charge: +1
HOMO energy: -7.56 eV

Geometry as XYZ:
```
38
Properties=species:S:1:pos:R:3:forces:R:3:mulliken_charge:R:1
Na 6.49164 -2.69922 -0.24451 -0.41 -0.06 0.27 0.92
Na 4.70902 4.61129 1.49338 -0.42 -0.17 -0.01 0.97
Na 4.01056 0.07642 -4.63076 -0.66 -0.06 0.25 0.89
S 1.19304 -0.08683 -0.26960 -1.65 1.87 0.53 1.16
O -0.05828 -0.46914 0.35665 -1.12 -1.61 0.50 -0.70
O 1.98397 -1.19945 -0.76457 1.24 -2.00 -1.29 -0.76
O 0.86342 0.90630 -1.28778 0.05 0.65 -2.86 -0.73
O 1.95840 0.66008 0.70267 2.77 1.18 2.67 -0.75
O -1.31643 2.85417 -5.38621 -0.12 -0.04 -0.14 -0.62
H -0.89256 2.71565 -4.53923 0.02 -0.10 0.36 0.33
H -0.60098 3.08937 -5.97701 0.09 0.12 -0.18 0.30
O 5.31256 -0.33562 3.55842 0.44 -0.07 -0.30 -0.66
H 5.46644 0.38183 4.17308 0.00 0.04 0.31 0.31
H 4.55063 -0.05711 3.05035 -0.56 -0.04 -0.16 0.35
O -2.72541 -4.26016 -0.86375 -0.02 -0.28 0.03 -0.65
H -2.27040 -3.50824 -0.48453 0.23 0.28 0.13 0.34
H -3.31657 -3.88017 -1.51364 -0.15 0.07 -0.15 0.31
O -0.28745 5.82135 -2.08830 0.33 0.16 -0.08 -0.66
H -1.16759 6.18773 -2.00262 -0.22 0.10 0.02 0.33
H -0.40523 4.88060 -1.95655 -0.05 -0.33 0.11 0.33
O -6.13357 0.42193 -1.92368 0.01 0.03 -0.23 -0.64
H -5.54665 0.00109 -1.29546 0.20 -0.12 0.14 0.32
H -6.84289 0.77764 -1.38836 -0.21 0.09 0.10 0.32
O 1.26101 0.59853 5.66837 0.31 0.14 0.12 -0.65
H 0.92512 0.67487 4.77529 -0.12 0.00 -0.34 0.34
H 0.65389 -0.00063 6.10270 -0.16 -0.13 0.12 0.32
O 2.62662 -5.66423 0.98311 0.44 -0.15 -0.13 -0.66
H 2.46543 -5.49127 1.91066 -0.13 0.01 0.24 0.32
H 2.38277 -4.85081 0.54140 -0.31 0.28 -0.15 0.34
O -3.15352 -1.28541 4.22632 -0.12 0.18 0.15 -0.65
H -2.55783 -1.28268 3.47707 0.19 0.05 -0.31 0.33
H -3.03478 -2.14788 4.62417 -0.02 -0.22 0.10 0.32
O -2.77879 3.67625 1.75230 0.10 0.27 0.08 -0.64
H -2.59725 2.73817 1.69488 0.18 -0.31 -0.05 0.33
H -3.67913 3.76601 1.43996 -0.22 0.04 -0.06 0.31
O 0.98793 -2.68014 -4.97004 0.54 0.13 -0.38 -0.66
H 1.40129 -2.64520 -4.10740 -0.15 -0.09 0.47 0.33
H 0.12170 -2.29525 -4.83684 -0.31 0.10 0.09 0.33
```
Positions in Å, forces in eV/Å.

Record 5
C3H7NOS in the gas phase at a distorted geometry, computed with ωB97M-V/def2-TZVPD.

Properties
Kohn-Sham gap: 0.35515 Ha
Strongest force on any atom: 3.93 eV/Å
Structure (SMILES): C=NSCOC
Energy above the lowest of the compared OMol25 structures with the same formula, charge and spin: 294.2 kJ/mol
Net charge: 0
HOMO energy: -8.70 eV

Geometry as XYZ:
```
13
Properties=species:S:1:pos:R:3:forces:R:3:mulliken_charge:R:1
C -0.67795 -2.44416 0.79578 0.31 -2.78 2.04 -0.66
C -0.00694 -0.27970 0.39831 -3.09 0.64 -2.34 -0.45
C 0.75634 3.00900 -1.30550 1.27 -0.44 -0.64 -0.24
H -0.46380 -2.68474 1.93236 -0.24 1.13 -1.73 0.24
H -1.48128 -3.16268 0.58878 0.18 0.18 -0.30 0.26
H 0.24240 -2.77841 0.26502 -0.55 0.46 0.00 0.30
H 0.61467 -0.39386 -0.49309 0.10 -0.77 0.39 0.36
H 0.51589 -0.18096 1.28524 1.09 -0.25 1.86 0.38
H -0.08894 3.60276 -1.60293 -0.33 0.60 0.29 0.23
H 1.79398 3.29019 -1.54605 -0.65 0.32 -0.41 0.23
N 0.70303 1.86495 -0.78498 -0.86 -0.17 1.45 -0.33
O -1.14041 -1.18649 0.47466 1.88 1.23 0.03 -0.28
S -0.76699 1.34409 -0.00761 0.89 -0.14 -0.63 -0.04
```
Positions in Å, forces in eV/Å.

Record 6
A molecular structure, C34H31Cl2HfN9O3 at a distorted geometry, computed with ωB97M-V/def2-TZVPD.

Properties
Kohn-Sham gap: 0.19626 Ha
Strongest force on any atom: 1.19 eV/Å
Energy above the lowest of the compared OMol25 structures with the same formula, charge and spin: 62.0 kJ/mol
Net charge: +2
HOMO energy: -12.53 eV

Geometry as XYZ:
```
80
Properties=species:S:1:pos:R:3:forces:R:3:mulliken_charge:R:1
Hf -0.04983 -0.54298 -0.11583 0.73 0.59 -0.73 1.85
Cl -1.50287 -6.84376 -2.43033 0.00 0.02 0.06 -0.17
C -1.03971 -5.55626 -1.38480 0.00 0.02 0.04 0.01
C -0.51669 -4.40107 -1.96132 -0.02 -0.15 0.08 -1.05
C -0.14142 -3.34418 -1.14905 0.06 0.06 0.04 0.89
N 0.25524 -2.04427 -1.59677 -0.20 -0.13 0.00 -0.04
C 0.41515 -1.81632 -2.93927 0.12 -0.10 -0.16 -0.10
O 0.70138 -2.61652 -3.80090 -0.01 0.14 0.08 -0.65
C 0.05849 -0.40119 -3.33357 0.08 -0.01 -0.03 0.71
C 0.10545 0.00455 -4.65729 -0.03 -0.01 0.10 -0.92
C -0.41713 1.24620 -4.98014 0.01 -0.02 0.00 -0.73
C -0.97420 2.02682 -3.97393 -0.01 -0.02 0.11 -0.90
C -0.94316 1.56094 -2.67152 0.04 0.04 -0.16 -0.48
N -0.42083 0.37105 -2.35279 0.04 -0.08 0.17 0.56
C -0.28366 -3.45736 0.24304 0.04 0.00 0.05 -0.33
C -0.80165 -4.60183 0.81586 -0.06 -0.11 -0.09 -0.73
C -1.18660 -5.65879 -0.00370 0.02 0.02 -0.04 -0.04
Cl -1.83997 -7.07166 0.72827 0.01 0.02 -0.04 -0.17
N 0.17073 -2.31592 0.96368 -0.05 -0.23 -0.23 0.75
C 0.97135 -2.51413 2.06558 -0.10 -0.04 0.14 0.16
O 0.95550 -3.45806 2.81626 0.09 0.08 -0.04 -0.65
C 1.97728 -1.40590 2.21955 -0.06 0.01 0.06 0.74
C 2.91151 -1.44372 3.23682 -0.08 0.02 -0.11 -0.83
C 3.86795 -0.44383 3.28979 -0.01 -0.04 0.02 -0.59
C 3.83928 0.55730 2.33130 -0.11 -0.02 -0.09 -1.45
C 2.84576 0.53802 1.36811 0.09 0.02 0.16 -0.30
N 1.92377 -0.42958 1.29849 -0.14 -0.05 -0.05 -0.10
H -0.39018 -4.36469 -3.03132 -0.01 0.00 0.02 0.66
H 0.51603 -0.67115 -5.39451 0.00 -0.01 0.00 0.65
H -0.41397 1.59173 -6.00481 -0.01 0.01 -0.02 0.49
H -1.43621 2.97926 -4.19185 0.01 0.01 -0.02 0.58
H -1.35262 2.14590 -1.85804 -0.04 -0.01 0.00 0.69
H -0.90354 -4.68855 1.88713 0.01 0.00 -0.04 0.60
H 2.87180 -2.26077 3.94231 0.01 -0.02 0.02 0.59
H 4.62383 -0.44903 4.06246 0.03 0.01 0.01 0.50
H 4.57366 1.34836 2.32476 0.03 0.04 0.01 0.51
H 2.77765 1.32868 0.63726 0.03 -0.05 0.07 0.80
C 0.16936 0.69418 5.46356 -0.02 0.00 0.01 -0.60
C 0.56588 1.46438 4.37856 -0.05 -0.03 -0.07 -0.99
C 0.02906 1.22220 3.12383 0.13 0.05 0.16 0.07
C -0.92174 0.22344 2.98547 -0.28 -0.21 -0.42 0.65
C -1.32723 -0.55900 4.05990 0.07 0.03 0.17 -0.50
C -0.76951 -0.31746 5.30399 -0.01 -0.01 -0.07 -0.82
N -1.45749 -0.06302 1.67247 -0.67 -0.08 0.58 1.49
N -2.65739 -0.41324 1.67764 0.43 0.20 -0.16 -1.25
C -3.15762 -0.86512 0.42791 0.02 0.04 0.49 -0.10
C -4.50389 -1.16435 0.38120 0.12 -0.08 -0.25 -0.41
C -5.00674 -1.68396 -0.80776 0.06 0.05 0.10 -0.47
C -4.13503 -1.88670 -1.86214 0.07 0.01 -0.02 -1.02
C -2.79463 -1.55698 -1.71620 0.04 0.00 0.05 -0.11
N -2.29785 -1.03823 -0.58703 -0.17 0.03 0.18 -0.02
H 0.59641 0.88019 6.43851 0.02 0.00 0.04 0.45
H 1.29473 2.25078 4.50947 0.03 0.05 0.01 0.47
H 0.34722 1.80173 2.27133 0.01 -0.01 -0.02 0.21
H -2.04019 -1.35850 3.91833 -0.02 0.00 -0.04 0.56
H -1.06217 -0.92577 6.14689 -0.01 -0.02 0.04 0.43
H -5.11474 -1.01259 1.25706 -0.01 0.03 0.06 0.59
H -6.05285 -1.93995 -0.89391 -0.03 -0.02 -0.02 0.47
H -4.47037 -2.31238 -2.79626 -0.02 -0.01 -0.02 0.51
H -2.09614 -1.73258 -2.52102 -0.03 0.01 0.02 0.30
C 3.00142 3.86007 -1.27214 -0.05 0.03 0.06 -1.22
N 2.15625 2.66391 -1.24667 -0.01 0.03 -0.12 0.29
C 2.77692 1.48747 -1.84380 -0.05 -0.17 -0.05 -0.86
C 0.96953 2.61857 -0.62134 0.01 -0.20 0.19 -0.21
O 0.55841 1.51912 -0.09971 -0.17 -0.04 -0.14 -0.07
N 0.22402 3.72252 -0.50213 0.08 0.00 0.05 0.37
C -0.80961 3.83967 0.51840 -0.10 -0.12 0.05 -1.04
C 0.24793 4.80722 -1.47724 0.06 0.06 -0.09 -1.17
H 4.02405 3.53699 -1.08225 0.02 0.04 0.01 0.43
H 2.70722 4.54380 -0.47998 -0.01 0.01 -0.05 0.36
H 2.97776 4.36967 -2.23328 -0.01 0.02 -0.04 0.38
H 2.91054 1.64817 -2.91483 0.02 -0.01 0.02 0.44
H 2.16412 0.59687 -1.70695 0.08 0.14 -0.02 0.14
H 3.75332 1.30907 -1.39025 -0.02 -0.02 -0.06 0.46
H -0.91273 2.90925 1.06888 0.00 0.11 -0.04 0.32
H -1.75997 4.07959 0.04133 -0.05 -0.01 0.03 0.41
H -0.55929 4.64320 1.21155 -0.02 0.01 0.00 0.37
H 0.69738 4.46880 -2.40675 0.05 0.01 0.01 0.42
H 0.77395 5.68705 -1.11080 0.00 0.03 0.00 0.33
H -0.78586 5.08466 -1.68277 0.02 0.04 -0.01 0.40
```
Positions in Å, forces in eV/Å.

Number 1: DFT total energy -6785.8192 eV. Number 2: DFT total energy -13035.2404 eV. Number 3: DFT total energy -38022.1732 eV. Number 4: DFT total energy -53063.6439 eV. Number 5: DFT total energy -17594.8798 eV. Number 6: DFT total energy -81658.4695 eV.